[1]
{"formula": "BH3S3", "method": "ωB97M-V/def2-TZVPD", "homo_energy_ev": [-4.97, -8.97], "spin_multiplicity": 3, "s2": 2.01, "lumo_ev": [0.2, -4.2], "e_above_lowest_kj_mol": 0.00, "species": ["B", "S", "S", "S", "H", "H", "H"], "xyz": [[-0.277, 0.039, -0.152], [-1.925, -1.038, 0.081], [-0.482, 1.803, 0.033], [1.258, -0.893, -0.060], [-1.430, -2.128, -0.501], [0.793, 2.131, 0.253], [2.062, 0.086, 0.346]]}

[2]
{"formula": "BH4N", "method": "ωB97M-V/def2-TZVPD", "homo_energy_ev": -10.52, "smiles": "BN", "lumo_ev": 0.8, "e_above_lowest_kj_mol": 103.46, "species": ["B", "N", "H", "H", "H", "H"], "xyz": [[0.116, -0.553, 0.525], [-0.156, 0.532, -0.461], [1.092, -0.262, 1.260], [-0.465, -1.607, 0.558], [0.506, 1.307, -0.587], [-1.093, 0.583, -1.294]]}

[3]
{"formula": "BH6N2O2PZr", "method": "ωB97M-V/def2-TZVPD", "homo_energy_ev": -25.82, "charge": 4, "lumo_ev": -21.6, "species": ["N", "P", "O", "O", "B", "N", "H", "H", "H", "H", "H", "H", "Zr"], "xyz": [[0.110, -1.208, -0.661], [0.396, 0.063, 0.315], [1.254, -0.238, 1.558], [1.267, 1.337, -0.549], [-1.481, 0.315, 0.873], [-2.040, -0.463, -0.244], [0.318, -1.292, -1.668], [2.082, -0.731, 1.719], [0.694, 2.079, -0.862], [-1.958, 0.833, 1.827], [-2.114, -0.121, -1.227], [-1.931, -1.502, -0.341], [3.404, 0.927, -0.740]]}

[4]
{"formula": "BaFHO2S", "method": "ωB97M-V/def2-TZVPD", "homo_energy_ev": -7.05, "lumo_ev": -0.8, "species": ["S", "F", "O", "Ba", "O", "H"], "xyz": [[0.126, -0.518, -1.500], [1.531, 2.265, 2.589], [0.822, -1.882, -1.464], [0.638, 0.966, 1.090], [-1.111, -0.507, -0.204], [-2.006, -0.323, -0.509]]}

[5]
{"formula": "Be2F2NO3", "method": "ωB97M-V/def2-TZVPD", "homo_energy_ev": -13.93, "charge": 1, "lumo_ev": -10.4, "species": ["Be", "Be", "N", "O", "O", "O", "F", "F"], "xyz": [[-2.908, -0.272, 0.769], [3.418, -1.187, -2.220], [0.925, 0.004, -0.079], [-0.278, 0.189, 0.258], [1.217, 0.142, -1.224], [1.631, -0.422, 0.825], [-1.554, 0.403, 2.885], [-2.452, 1.143, -1.214]]}

[6]
{"formula": "BeCl", "method": "ωB97M-V/def2-TZVPD", "homo_energy_ev": -15.33, "charge": 1, "lumo_ev": -11.1, "e_above_lowest_kj_mol": 509.84, "species": ["Be", "Cl"], "xyz": [[-1.550, 0.124, -1.235], [1.550, -0.124, 1.235]]}

[7]
{"formula": "BiHO2P", "method": "ωB97M-V/def2-TZVPD", "homo_energy_ev": [-17.57, -21.94], "charge": 2, "spin_multiplicity": 2, "s2": 0.75, "lumo_ev": [-14.4, -14.4], "species": ["P", "O", "Bi", "O", "H"], "xyz": [[-0.990, 0.728, -0.058], [-0.026, 1.945, 0.057], [1.777, 0.724, 0.015], [-0.030, -0.504, -0.012], [-0.731, -2.892, -0.002]]}

[8]
{"formula": "Br2HOP", "method": "ωB97M-V/def2-TZVPD", "homo_energy_ev": -9.14, "lumo_ev": -2.5, "e_above_lowest_kj_mol": 421.40, "species": ["O", "P", "Br", "Br", "H"], "xyz": [[1.326, 0.817, 0.130], [-0.974, -0.404, -0.896], [-1.781, 1.068, 0.483], [-0.731, -2.138, 0.349], [2.160, 0.657, -0.066]]}

[9]
{"formula": "Br2HP", "method": "ωB97M-V/def2-TZVPD", "homo_energy_ev": [-10.15, -8.64], "lumo_ev": [-1.5, -3.6], "e_above_lowest_kj_mol": 288.42, "species": ["P", "Br", "Br", "H"], "xyz": [[-1.042, -0.852, 0.629], [1.758, 3.090, 0.423], [0.808, -0.980, -0.461], [-1.524, -1.258, -0.591]]}

[10]
{"formula": "Br2Mn", "method": "ωB97M-V/def2-TZVPD", "homo_energy_ev": [-10.31, -10.67], "spin_multiplicity": 6, "s2": 8.76, "lumo_ev": [-0.6, -1.8], "e_above_lowest_kj_mol": 0.00, "species": ["Mn", "Br", "Br"], "xyz": [[-0.160, -0.329, -0.051], [2.225, -0.672, -0.097], [-2.066, 1.001, 0.148]]}

The F_max results, record by record, are as follows: 1.320; 5.579; 4.040; 1.394; 6.628; 1.061; 2.637; 8.390; 1.722; 0.885 eV Å⁻¹.
The M results, record by record, are as follows: 110.0; 28.9; 199.1; 221.4; 118.0; 44.5; 273.0; 207.8; 191.8; 214.7 u.